108
Properties=species:S:1:pos:R:3:forces:R:3 method="wB97M-V/def2-TZVPD" lumo_energy_ev=1.59 charge=-1
Cl -0.00223 0.51096 3.75938 -0.1 0.0 0.0
Cl 0.15523 -4.31545 2.26507 0.0 0.0 0.0
Cl -2.25895 6.25387 -4.16543 -0.1 -0.2 -0.3
Cl 1.84416 -2.12472 6.16358 0.0 0.1 -0.1
Cl 2.57476 -2.12359 -5.47770 -0.1 0.0 -0.2
Cl -5.39073 -3.14977 0.12019 -0.3 -0.1 0.0
Cl 6.36570 -2.17853 1.93365 0.0 -0.1 0.0
Cl -1.06448 -3.55284 -1.85946 0.0 0.0 -0.2
Cl -3.98708 -4.66621 -4.34373 0.0 0.0 0.0
Cl -1.65247 8.00011 -1.48472 0.1 0.1 0.2
Cl 6.25394 0.01491 0.00384 0.0 0.0 0.0
Cl 5.35308 1.05996 -8.67009 0.0 0.0 0.0
Cl 3.60521 -6.23110 4.70326 0.0 0.0 0.0
Cl -3.04992 7.48088 -6.70415 0.0 0.1 0.0
Cl -2.25302 -2.19146 0.43767 -0.1 -0.4 0.0
Cl 0.94426 -6.63919 0.67243 -0.1 -0.1 -0.1
Cl -4.57764 -2.03937 -3.19609 -0.7 0.2 -0.7
Cl -10.95339 -2.69974 1.31773 0.0 0.0 0.0
Cl 9.22112 2.73154 2.31097 0.0 0.0 -0.1
Cl -6.36892 -1.47404 2.31076 0.0 0.1 0.0
Cl 5.43420 -1.59898 -5.09757 0.0 0.0 -0.1
Cl -0.87244 2.82085 5.33068 0.0 0.1 0.0
Cl -4.24065 4.76790 8.35644 -0.1 -0.1 0.0
Cl 4.89617 -1.75187 -9.33930 0.1 -0.1 -0.5
Cl 9.33074 0.54109 4.24330 0.0 -0.1 0.0
Cl 0.45968 -1.09125 8.52319 0.0 0.1 0.0
Cl -1.35635 4.80343 8.83217 0.0 -0.1 0.0
Cl 4.40508 -8.55558 3.11339 0.0 -0.1 0.0
Cl 3.22294 -3.62460 -0.20187 0.0 -0.3 0.1
Cl 1.26415 7.91867 -1.24522 0.0 0.0 0.0
Cl 3.11591 -1.44141 -2.13949 0.2 -0.4 0.2
Cl -10.52124 -3.35547 4.13746 0.0 0.0 0.0
P 1.79733 1.75125 -0.92957 0.0 0.3 -0.4
O -4.22357 0.88638 -1.30400 -0.1 -0.1 0.1
O -0.15562 3.62396 -0.25341 0.2 0.3 0.6
O -1.48117 1.98735 0.79969 0.2 0.2 0.5
C -1.33480 1.59934 4.12818 -0.1 -0.1 -0.2
C 6.24655 -1.73665 0.22395 0.0 0.0 -0.2
C 3.10792 -3.19275 -1.91794 0.1 0.1 -0.4
C 1.19183 3.27740 0.13365 0.7 -0.3 -0.7
C -5.16533 -3.35639 -4.21967 -0.1 0.0 0.0
C -6.11630 -1.60331 0.56188 0.0 0.0 -0.2
C -1.08883 3.33944 0.70243 -1.1 0.7 -0.5
C -2.05691 -2.18875 -1.32330 -0.2 0.3 0.0
C 0.75868 -0.81639 -0.04565 0.0 0.6 0.9
C -2.73168 3.84690 8.26866 0.0 -0.1 0.0
C -2.09014 1.48374 -0.36628 0.3 -1.3 0.4
C -1.99280 7.58724 -5.28865 0.1 0.1 0.1
C 4.45638 -0.07300 -9.68516 -0.1 0.1 0.0
C -10.08234 -2.28486 2.80090 0.1 0.0 0.0
C -3.49504 0.96543 -0.06955 0.1 1.0 -0.7
C 1.15378 -0.69669 6.94014 0.0 0.0 -0.1
C 9.21055 0.97693 2.53210 -0.1 -0.1 -0.1
C -0.19318 7.00407 -1.65728 0.1 -0.1 0.3
C 3.09998 -7.42297 3.50079 0.0 0.1 0.0
C 4.04087 -1.41865 -6.17226 0.0 -0.1 0.0
C 1.45366 0.46939 0.45122 -0.1 -0.6 -0.3
C -0.35760 -5.49877 1.06088 -0.1 0.2 0.0
H -3.03658 -2.25418 -1.80952 0.8 -0.2 0.7
H 0.37214 -0.29725 6.30576 0.0 -0.1 0.0
H 1.34920 -1.67580 0.25867 -0.1 -0.3 -0.4
H -2.19526 8.51859 -4.77208 -0.1 0.0 0.0
H -0.64277 -4.97545 0.15442 0.1 0.0 0.1
H -6.07807 -3.74886 -3.78688 0.0 0.0 0.1
H -2.82402 2.96586 8.89239 0.0 0.1 0.1
H 10.05695 0.55331 2.00528 0.1 0.1 0.1
H 4.26065 -1.92080 -7.11078 -0.1 0.1 0.5
H 0.43788 1.58203 -1.48228 -0.2 -0.2 0.2
H -1.63487 2.10096 3.21450 0.1 0.0 0.0
H 0.83301 0.85280 1.25011 -0.1 0.5 0.0
H 4.68102 0.13561 -10.72396 0.1 0.0 0.0
H 1.29742 3.15220 1.21524 -0.3 -0.1 0.1
H -0.20079 -0.91361 0.46069 0.1 0.0 0.0
H 2.17750 -3.58741 -2.31140 -0.1 0.0 0.1
H -3.95590 1.67052 0.62619 -0.3 -0.1 0.1
H -9.01965 -2.37627 2.61510 0.0 -0.1 0.0
H -2.06841 2.18790 -1.19563 -0.1 0.3 0.0
H 3.39635 0.05327 -9.49751 0.0 0.0 0.1
H 2.41114 0.23402 0.92311 0.2 -0.1 -0.1
H 2.05133 2.72916 -2.02520 0.0 0.0 -0.1
H -7.07437 -1.51248 0.06406 0.0 -0.1 0.1
H -1.47704 0.63863 -0.67177 0.1 0.1 -0.3
H 3.94988 -3.62980 -2.44548 0.0 0.0 0.1
H -1.56554 -1.26435 -1.61122 0.2 -0.1 0.1
H 2.80913 -6.90486 2.59594 0.1 0.0 0.0
H -1.97999 3.92364 0.42590 -0.1 0.0 -0.1
H -3.49404 -0.04342 0.32227 0.1 0.1 0.3
H -5.45601 -0.80470 0.24614 0.0 0.0 0.0
H 2.26164 -7.98298 3.89710 0.1 0.0 0.1
H 5.32072 -2.13479 -0.17376 -0.1 0.1 0.1
H -2.55755 3.55732 7.23923 0.0 0.1 0.0
H 8.28485 0.57723 2.13163 -0.1 0.1 0.1
H 1.93519 0.04126 7.07528 0.0 -0.1 0.1
H -10.32979 -1.26663 3.07552 -0.1 0.0 0.0
H -5.35753 -2.96483 -5.21137 0.1 0.0 0.0
H 0.56112 -0.80305 -1.11896 0.3 0.0 -0.2
H -0.79980 3.68350 1.69618 0.3 -0.3 0.2
H 3.86893 -0.36166 -6.34315 0.0 0.0 0.1
H 1.84306 4.10082 -0.16704 -0.1 0.2 -0.1
H -0.27302 6.14819 -0.99303 0.0 0.0 0.0
H -1.19927 -6.05595 1.45411 0.1 -0.1 0.1
H -0.96226 7.56006 -5.62250 0.0 -0.1 -0.1
H 2.23709 0.67442 -1.83756 0.0 0.3 0.1
H 7.09353 -2.15932 -0.30428 0.1 0.0 0.1
H -0.11604 6.66991 -2.68134 0.0 0.1 -0.1
H -4.06165 1.71580 -1.76846 -0.1 -0.1 -0.1
H -2.16121 1.01988 4.52317 0.0 0.0 0.1
H 3.18259 1.98295 -0.48494 0.0 0.1 0.3